1.
C46H40N11SSiTa | the ωB97M-V functional and the def2-TZVPD basis

Structure (XYZ):
```
100
Properties=species:S:1:pos:R:3
Ta 0.7160 -0.2613 0.4700
C -1.4420 -4.4664 1.6965
C -2.7881 -4.1262 1.7522
C -3.1219 -2.7914 1.8216
C -2.1163 -1.8168 1.7964
N -0.8154 -2.1514 1.7122
C -0.5090 -3.4524 1.6811
N -2.5639 -0.5244 1.9167
C -1.9410 0.5760 1.8696
N -0.5703 0.8512 1.5950
C -0.3802 2.2306 1.8118
N 0.7015 2.9033 1.8741
C 1.9989 2.4735 1.8502
C 2.9483 3.4526 2.1765
C 4.2753 3.1153 2.3111
C 4.6482 1.7932 2.0901
C 3.6787 0.8936 1.7200
N 2.3743 1.1959 1.5970
C -1.6721 2.8604 2.0681
C -2.0091 4.1859 2.2689
C -3.3435 4.4659 2.5255
C -4.2973 3.4503 2.5893
C -3.9498 2.1195 2.4019
C -2.6226 1.8465 2.1340
H -1.1252 -5.4987 1.6609
H -3.5541 -4.8898 1.7578
H -4.1447 -2.4515 1.8909
H 0.5492 -3.6896 1.6462
H 2.5908 4.4593 2.3314
H 5.0119 3.8628 2.5724
H 5.6796 1.4813 2.1652
H 3.9555 -0.1305 1.5066
H -1.2568 4.9612 2.2234
H -3.6489 5.4914 2.6840
H -5.3274 3.7064 2.7978
H -4.6794 1.3236 2.4587
C 1.8081 -1.5383 6.1626
C 2.7325 -2.3881 5.5613
C 2.8452 -2.4299 4.1899
C 2.0248 -1.6125 3.3919
C 1.0974 -0.7614 4.0037
C 0.9938 -0.7301 5.3792
N 2.1117 -1.6254 1.9936
N 2.9248 -2.4397 1.5059
C 3.0323 -2.5250 0.1323
C 3.8965 -3.4871 -0.3775
C 3.9787 -3.6454 -1.7511
C 3.1838 -2.8500 -2.5632
C 2.3555 -1.9089 -1.9751
N 2.2913 -1.7315 -0.6574
H 1.7259 -1.5036 7.2405
H 3.3688 -3.0160 6.1694
H 3.5636 -3.0779 3.7118
H 0.4597 -0.1326 3.4002
H 0.2773 -0.0694 5.8476
H 4.4753 -4.0843 0.3121
H 4.6466 -4.3792 -2.1810
H 3.2055 -2.9512 -3.6387
H 1.7119 -1.2750 -2.5702
S -2.4519 1.4364 -1.1690
C -2.8473 2.5959 -2.3044
N -4.1213 2.5976 -2.8353
C -4.5155 3.4703 -3.7835
C -3.6385 4.4058 -4.2360
C -2.3570 4.3953 -3.6507
N -1.9768 3.5348 -2.7366
H -4.7569 1.8979 -2.4819
H -5.5297 3.3840 -4.1475
H -3.9142 5.1173 -4.9974
H -1.6179 5.1292 -3.9546
N -5.7738 -5.6664 -5.0300
C -5.0296 -5.0266 -4.4333
C -4.0981 -4.2306 -3.6939
C -2.7374 -4.3037 -3.9948
C -1.8363 -3.5338 -3.2886
C -2.2862 -2.6853 -2.2715
C -3.6498 -2.6175 -1.9703
C -4.5501 -3.3873 -2.6779
C -1.3510 -1.9187 -1.5265
C -0.5442 -1.2660 -0.8859
H -2.3992 -4.9663 -4.7792
H -0.7787 -3.5827 -3.5098
H -3.9838 -1.9573 -1.1814
H -5.6068 -3.3465 -2.4518
C 4.3005 1.7226 -1.3726
Si 2.5918 1.9467 -2.1369
C 2.2849 3.7912 -2.3644
C 2.6141 1.0157 -3.7823
C 1.0642 1.3368 -1.1517
H 5.0490 2.0120 -2.1140
H 4.5116 0.6921 -1.0777
H 4.4394 2.3723 -0.5125
H 2.9633 4.2195 -3.1045
H 2.4388 4.3284 -1.4257
H 1.2616 3.9846 -2.6920
H 3.1470 1.5970 -4.5368
H 1.6033 0.8390 -4.1566
H 3.1273 0.0563 -3.7005
H 0.3331 1.0855 -1.9255
H 0.6623 2.2374 -0.6677
```

HOMO-LUMO gap = 0.1778 Ha
Strongest force on any atom = 2.01 eV/A
Energy relative to the best compared isomer or geometry (same formula, charge and spin) = 2.379 eV
Charge = +2
Electronic energy = -84993.4206 eV
Molecular weight = 988.00 g mol⁻¹
Highest occupied orbital energy = -12.272 eV

Atom charges from the Mulliken analysis, given in e for atoms 1 to 2: 2.188, -0.929

2.
C46H41BrGeIN3O2Pt | the ωB97M-V functional and the def2-TZVPD basis

Structure (XYZ):
```
96
Properties=species:S:1:pos:R:3
Pt 0.5757 -1.3022 -0.3730
C -5.1619 2.6729 4.2551
C -4.4554 1.4355 4.6842
C -3.9069 1.3386 5.9668
C -3.2930 0.1822 6.3836
C -3.1736 -0.9137 5.5162
N -2.6173 -2.0795 6.0178
C -2.3770 -3.2834 5.3765
O -2.6010 -4.3384 5.9002
N -1.8618 -3.2198 4.0756
C -0.7827 -2.4848 3.6205
C -0.1118 -1.5229 4.3813
C 1.0108 -0.9114 3.8517
C 1.4237 -1.2297 2.5688
N 0.7532 -2.1071 1.8187
C -0.2928 -2.7398 2.3300
C -3.6800 -0.8088 4.2159
C -4.3244 0.3438 3.8243
H -5.7167 3.1079 5.0842
H -5.8454 2.4753 3.4325
H -4.4347 3.4175 3.9241
H -3.9875 2.1787 6.6395
H -2.9075 0.1073 7.3882
H -2.7340 -2.2055 7.0191
H -1.9905 -4.1068 3.5981
H -0.4362 -1.2789 5.3793
H 1.5652 -0.1945 4.4338
H 2.3055 -0.7901 2.1218
H -0.7651 -3.4856 1.7025
H -3.6223 -1.6494 3.5440
H -4.7689 0.3999 2.8422
C 2.4728 -1.5143 -0.9742
Ge 3.1002 -1.3919 -2.7952
C 2.6031 0.2469 -3.8752
C 3.1893 1.4696 -3.6038
C 2.6214 2.6300 -4.1040
C 1.4967 2.5539 -4.9087
C 0.9517 1.3220 -5.2285
C 1.5140 0.1593 -4.7282
C 2.3587 -2.8694 -3.8959
C 1.5048 -3.7888 -3.2981
C 1.0243 -4.8650 -4.0201
C 1.3740 -5.0103 -5.3546
C 2.1958 -4.0741 -5.9670
C 2.6852 -3.0017 -5.2431
C 5.1196 -1.2630 -2.6867
C 5.7119 -0.3365 -1.8509
C 7.0862 -0.3594 -1.6693
C 7.8491 -1.3072 -2.3299
C 7.2467 -2.2277 -3.1667
C 5.8730 -2.2004 -3.3677
H 3.2218 -1.8604 -0.2687
H 4.0836 1.5277 -3.0023
H 3.0681 3.5852 -3.8731
H 1.0617 3.4576 -5.3087
H 0.0811 1.2524 -5.8640
H 1.0786 -0.7958 -4.9811
H 1.2235 -3.6456 -2.2558
H 0.3740 -5.5856 -3.5481
H 0.9929 -5.8449 -5.9234
H 2.4513 -4.1776 -7.0108
H 3.3213 -2.2687 -5.7249
H 5.1136 0.3879 -1.3126
H 7.5507 0.3578 -1.0101
H 8.9204 -1.3260 -2.1897
H 7.8366 -2.9745 -3.6765
H 5.4103 -2.9190 -4.0295
Br -3.0384 2.1316 -2.5052
C -1.8824 3.4505 -1.7878
C -2.3133 4.7635 -1.6749
C -1.4685 5.7168 -1.1302
C -0.2009 5.3632 -0.6964
C 0.2364 4.0583 -0.8387
C -0.6014 3.1049 -1.3897
I 0.1301 1.1104 -1.6677
H -3.2990 5.0345 -2.0214
H -1.7934 6.7421 -1.0617
H 0.4535 6.1055 -0.2657
H 1.2347 3.7781 -0.5478
C -3.9484 -0.9207 -0.1075
C -2.5528 -0.5662 0.2923
O -1.6333 -1.3516 0.0740
C -2.3290 0.7430 0.9354
C -1.1228 0.9686 1.6056
C -0.8390 2.1979 2.1631
C -1.7583 3.2292 2.0531
C -2.9655 3.0160 1.4058
C -3.2603 1.7821 0.8594
H -3.9899 -1.9333 -0.5054
H -4.2875 -0.2352 -0.8861
H -4.6188 -0.8276 0.7452
H -0.4036 0.1633 1.6844
H 0.0980 2.3510 2.6756
H -1.5339 4.1992 2.4665
H -3.6731 3.8234 1.3055
H -4.1948 1.6474 0.3416
```

HOMO-LUMO gap = 0.1527 Ha
Strongest force on any atom = 3.93 eV/A
Charge = +2
Electronic energy = -194821.4339 eV
Molecular weight = 1142.35 g mol⁻¹
Highest occupied orbital energy = -12.418 eV

Atom charges from the Mulliken analysis, given in e for atoms 1 to 2: 1.167, -1.600